Record 1
Molecular formula: C9H18N5O4S
Method: DFT, the ωB97M-V functional and the def2-TZVPD basis

```
37
C9H18N5O4S (the ωB97M-V functional and the def2-TZVPD basis)
N 3.256 -1.445 1.420
C 3.049 -0.366 0.484
O 3.837 -0.105 -0.346
C 1.780 0.489 0.550
C 0.484 -0.346 0.892
N -0.638 0.247 0.119
C -1.570 0.878 1.124
O -2.607 1.446 0.401
C -3.386 0.452 -0.174
C -4.330 -0.255 0.881
S -3.813 -1.914 1.400
O -4.785 -2.320 2.378
O -3.786 -2.850 0.307
N -2.626 -0.508 -0.987
C -1.295 -0.629 -0.663
N -0.687 -1.688 -1.265
H 4.135 -1.267 1.901
H 3.305 -2.309 0.888
H 1.616 0.858 -0.474
H 1.895 1.362 1.206
H 0.357 -0.266 1.982
H 0.704 -1.396 0.678
H -1.882 0.169 1.908
H -1.022 1.696 1.609
H -4.083 0.966 -0.853
H -4.524 0.392 1.748
H -5.303 -0.392 0.384
H -2.606 -1.878 2.068
H -2.722 -0.279 -1.975
H -0.857 -2.623 -0.919
H -0.095 -1.560 -2.075
C 5.181 2.380 -2.454
C 3.865 3.032 -2.453
N 2.841 3.526 -2.452
H 5.934 3.056 -2.053
H 5.142 1.483 -1.838
H 5.458 2.103 -3.470
```

Its LUMO energy is -4.793 eV. Its total charge is +1. The HOMO-LUMO gap is 8.32 eV.

Atomic partial charges in e from the Mulliken method, atoms 1 to 5: -0.533, 0.342, -0.511, -0.648, -0.678

Record 2
Molecular formula: C9H18NO6P
Method: DFT, the ωB97M-V functional and the def2-TZVPD basis

```
35
C9H18NO6P (the ωB97M-V functional and the def2-TZVPD basis)
C -4.765 -0.435 0.518
C -4.420 0.441 -0.655
O -5.040 0.359 -1.712
O -3.443 1.392 -0.509
C -2.217 0.899 0.037
C -1.132 1.931 -0.184
C 0.083 1.456 0.559
O 0.431 1.893 1.636
O 0.705 0.448 -0.087
C 2.050 0.201 0.352
N 2.806 1.435 0.388
C 2.063 -0.591 1.676
O 0.757 -0.876 2.152
O 0.560 -2.295 2.156
P 2.882 -0.887 -0.931
C 1.604 -2.158 -1.310
C 2.963 0.209 -2.412
H -5.032 -1.406 0.132
H -3.972 -0.566 1.241
H -5.615 -0.018 1.038
H -2.322 0.763 1.110
H -1.934 -0.057 -0.389
H -0.914 1.992 -1.242
H -1.436 2.889 0.202
H 3.747 1.248 0.066
H 2.917 1.716 1.353
H 2.609 -0.064 2.454
H 2.565 -1.537 1.523
H 0.531 -2.497 3.096
H 0.929 -2.196 -0.463
H 2.063 -3.117 -1.474
H 1.013 -1.839 -2.160
H 3.992 0.250 -2.738
H 2.370 -0.186 -3.229
H 2.604 1.206 -2.196
```

For the relative energy (zero: lowest compared OMol25 entry of this formula, charge and spin), the calculation gives 5.462 eV. Its LUMO energy is 0.550 eV. The SMILES is CC(=O)OCCC(=O)O[C@@](N)(COO)P(C)C. The HOMO-LUMO gap is 9.29 eV.

Atomic partial charges in e from the Mulliken method, atoms 1 to 5: -0.816, 0.659, -0.566, -0.325, -0.575

Record 3
Molecular formula: C9H18O3
Method: DFT, the ωB97M-V functional and the def2-TZVPD basis

```
30
C9H18O3 (the ωB97M-V functional and the def2-TZVPD basis)
C 0.941 2.417 0.193
C 0.184 1.112 0.482
O -0.811 0.811 -0.107
C 0.798 0.261 1.590
H 0.285 3.084 -0.364
H 1.830 2.133 -0.370
H 1.195 2.946 1.112
H 1.853 -0.011 1.628
H 0.240 -0.676 1.577
H 0.520 0.686 2.554
C -1.137 1.825 -2.050
C -1.127 0.841 -3.215
O -1.600 1.005 -4.308
C -0.449 -0.374 -2.876
H -1.941 1.712 -1.323
H -1.259 2.768 -2.583
H -0.173 1.921 -1.550
H -0.972 -0.892 -2.072
H 0.627 -0.232 -2.780
H -0.585 -0.895 -3.824
C -0.848 -2.206 0.989
C 0.099 -2.596 2.130
O 0.206 -3.700 2.577
C 1.158 -1.547 2.488
H -1.572 -1.476 1.351
H -1.316 -3.160 0.745
H -0.195 -1.757 0.242
H 1.410 -1.152 1.503
H 1.922 -2.032 3.095
H 0.719 -0.815 3.166
```

For the relative energy (zero: lowest compared OMol25 entry of this formula, charge and spin), the calculation gives 7.777 eV. Its LUMO energy is 0.157 eV. The HOMO-LUMO gap is 9.19 eV.

Atomic partial charges in e from the Mulliken method, atoms 1 to 5: -1.578, 0.787, -0.435, -0.011, 0.518

Record 4
Molecular formula: C9H18O9
Method: DFT, the ωB97M-V functional and the def2-TZVPD basis

```
36
C9H18O9 (the ωB97M-V functional and the def2-TZVPD basis)
C -30.741 -29.379 34.542
O -31.501 -29.957 33.372
C -31.124 -29.725 32.089
O -30.109 -29.095 31.692
O -31.963 -30.274 31.275
C -31.843 -30.258 29.854
H -30.868 -29.974 35.378
H -31.133 -28.318 34.712
H -29.808 -29.505 34.059
H -32.221 -29.489 29.489
H -32.240 -31.016 29.453
H -30.831 -30.504 29.459
C -28.213 -34.216 25.990
O -28.198 -34.966 27.185
C -27.055 -35.475 27.743
O -25.897 -35.365 27.292
O -27.313 -36.051 28.941
C -26.294 -36.317 29.872
H -27.231 -34.684 25.486
H -27.987 -33.042 26.261
H -29.114 -34.455 25.367
H -26.447 -37.094 30.432
H -26.335 -35.269 30.336
H -25.231 -36.556 29.418
C -31.195 -33.671 28.012
O -30.813 -32.274 27.635
C -31.016 -31.967 26.362
O -31.084 -32.895 25.498
O -30.815 -30.621 26.140
C -30.845 -30.180 24.732
H -30.418 -34.290 28.388
H -31.740 -34.268 27.265
H -32.063 -33.596 28.597
H -30.815 -29.106 24.693
H -31.677 -30.417 24.199
H -30.091 -30.476 24.146
```

For the relative energy (zero: lowest compared OMol25 entry of this formula, charge and spin), the calculation gives 5.284 eV. Its LUMO energy is 0.622 eV. The SMILES is COC(=O)OC.COC(=O)OC.COC(=O)OC. The HOMO-LUMO gap is 10.91 eV.

Atomic partial charges in e from the Mulliken method, atoms 1 to 5: -0.550, -0.362, 0.815, -0.606, -0.319

Record 5
Molecular formula: C9H18P2
Method: DFT, the ωB97M-V functional and the def2-TZVPD basis

```
29
C9H18P2 (the ωB97M-V functional and the def2-TZVPD basis)
C 1.196 -0.288 1.290
C 0.424 0.094 2.477
C 0.986 2.208 0.120
C -0.665 1.182 -1.680
C -1.918 -1.196 0.172
C -0.356 -2.008 -1.724
C 0.439 -0.136 -0.028
C -0.155 1.285 -0.244
C -0.496 -1.357 -0.269
P 2.733 -1.096 1.449
P 3.545 0.759 1.433
H 1.199 0.199 3.262
H -0.461 -0.710 2.687
H 0.003 1.143 2.469
H 0.959 2.527 1.066
H 1.941 1.701 -0.180
H 0.871 3.087 -0.463
H -1.248 2.049 -2.010
H -1.193 0.326 -2.050
H 0.119 1.318 -2.465
H -2.119 -1.078 1.231
H -2.432 -2.087 0.083
H -2.390 -0.490 -0.393
H 0.373 -1.560 -2.258
H -1.290 -1.874 -2.328
H -0.123 -3.039 -1.775
H 1.091 -0.107 -0.828
H -0.925 1.342 0.428
H -0.106 -2.195 0.527
```

For the relative energy (zero: lowest compared OMol25 entry of this formula, charge and spin), the calculation gives 1.962 eV. Its LUMO energy (spin up / spin down) is -0.516 / -0.468 eV. The SMILES is CC(=P#P)C(C(C)C)C(C)C. The HOMO-LUMO gap (spin up / spin down) is 6.86 / 6.81 eV.

Atomic partial charges in e from the Mulliken method, atoms 1 to 5: -0.298, -1.222, -1.531, -1.560, -1.909

Record 6
Molecular formula: C9H19BeF5N2O5S2
Method: DFT, the ωB97M-V functional and the def2-TZVPD basis

```
43
C9H19BeF5N2O5S2 (the ωB97M-V functional and the def2-TZVPD basis)
Be 2.278 -1.248 0.657
F 4.603 -2.077 1.278
F 3.808 -0.754 -1.222
F 2.625 -1.278 3.311
N 1.524 -3.254 -0.284
S 2.572 -3.852 -1.520
O 2.257 -5.006 -2.248
O 4.017 -3.658 -1.274
F 2.388 -2.728 -2.670
S 0.693 -4.400 -0.155
O 1.346 -5.629 0.375
O -0.524 -4.531 -0.972
F 0.154 -3.887 1.254
C -0.002 3.347 0.357
C -0.320 2.091 1.083
C -1.804 2.345 1.497
C -2.834 2.021 0.368
C -2.574 0.628 -0.205
C -1.135 0.426 -0.711
N -0.159 0.919 0.238
O 1.126 0.779 -0.302
C -0.939 -1.113 -0.907
C -1.085 1.029 -2.150
C 0.528 2.041 2.346
H -0.831 3.660 -0.279
H 0.972 3.356 -0.132
H 0.016 4.114 1.131
H -1.797 1.601 2.294
H -1.968 3.277 2.037
H -2.762 2.790 -0.401
H -3.803 2.126 0.857
H -3.310 0.529 -1.003
H -2.890 -0.132 0.509
H -0.957 -1.647 0.043
H -1.617 -1.646 -1.573
H 0.058 -1.207 -1.338
H -1.289 2.083 -2.336
H -0.088 0.765 -2.503
H -1.692 0.450 -2.846
H 1.391 2.703 2.424
H 0.818 1.053 2.705
H 0.032 2.438 3.231
H 1.174 1.474 -0.963
```

For the relative energy (zero: lowest compared OMol25 entry of this formula, charge and spin), the calculation gives 2.311 eV. Its LUMO energy is 4.014 eV. Its total charge is -2. The HOMO-LUMO gap is 5.50 eV.

Atomic partial charges in e from the Mulliken method, atoms 1 to 5: 1.163, -0.778, -0.757, -0.773, 0.183

Record 7
Molecular formula: C9H19BeF6N3O9S4
Method: DFT, the ωB97M-V functional and the def2-TZVPD basis

```
51
C9H19BeF6N3O9S4 (the ωB97M-V functional and the def2-TZVPD basis)
Be 1.926 0.631 0.343
F 3.940 -0.386 -0.015
F 2.698 1.950 -1.405
N 2.676 -0.808 -3.532
S 1.539 -1.602 -2.602
O 0.483 -2.442 -3.083
O 1.243 -0.768 -1.465
F 2.475 -2.666 -1.886
S 1.774 -0.873 -4.842
O 0.556 -0.104 -4.910
O 1.835 -2.035 -5.684
F 2.727 0.157 -5.660
N 2.428 0.814 2.716
S 3.282 -0.323 3.654
O 2.949 -0.541 5.026
O 4.563 -0.661 3.147
F 2.451 -1.529 2.938
S 2.406 1.941 3.797
O 3.585 2.276 4.539
O 1.168 2.149 4.496
F 2.331 3.063 2.622
C -0.673 1.919 -1.629
C -1.580 0.936 -0.894
C -2.069 -0.190 -1.792
C -2.620 -1.403 -1.038
C -1.640 -1.810 0.096
C -1.228 -0.681 1.060
N -0.747 0.434 0.243
O -0.358 1.541 1.086
C -2.406 -0.298 2.004
C -0.127 -1.167 1.983
C -2.884 1.717 -0.506
H -0.574 2.897 -1.159
H -1.056 2.139 -2.630
H 0.325 1.498 -1.761
H -2.893 0.162 -2.414
H -1.270 -0.618 -2.399
H -2.645 -2.261 -1.712
H -3.613 -1.336 -0.585
H -0.718 -2.253 -0.286
H -2.085 -2.610 0.695
H -1.973 0.334 2.782
H -3.201 0.170 1.430
H -2.718 -1.205 2.522
H 0.782 -1.401 1.420
H 0.229 -0.428 2.703
H -0.461 -1.981 2.627
H -2.701 2.005 0.527
H -3.856 1.240 -0.653
H -3.034 2.537 -1.209
H -1.241 1.869 1.296
```

For the relative energy (zero: lowest compared OMol25 entry of this formula, charge and spin), the calculation gives 0.000 eV. Its LUMO energy is 4.046 eV. Its total charge is -2. The HOMO-LUMO gap is 7.70 eV.

Atomic partial charges in e from the Mulliken method, atoms 1 to 5: 1.262, -0.768, -0.766, -0.289, 1.106

Record 8
Molecular formula: C9H19Br4NO3
Method: DFT, the ωB97M-V functional and the def2-TZVPD basis

```
36
C9H19Br4NO3 (the ωB97M-V functional and the def2-TZVPD basis)
N -4.185 -2.257 -0.286
C -2.797 -2.091 -0.454
O -2.211 -2.540 -1.400
O -2.256 -1.406 0.550
C -0.933 -0.898 0.290
C -0.817 0.439 1.019
C 0.552 1.068 0.707
C 0.541 1.789 -0.653
O 1.123 0.990 -1.669
H -4.394 -3.166 -0.686
H -4.340 -2.376 0.714
H -0.205 -1.578 0.721
H -0.749 -0.713 -0.761
H -1.583 1.079 0.575
H -1.036 0.358 2.086
H 0.757 1.797 1.490
H 1.336 0.316 0.704
H 1.110 2.719 -0.558
H -0.459 2.065 -0.970
H 2.074 0.926 -1.543
Br 3.745 2.747 -3.109
C 2.928 2.677 -4.874
C 2.967 1.287 -5.448
Br 4.742 0.829 -6.101
H 3.448 3.405 -5.488
H 1.899 2.998 -4.725
H 2.314 1.217 -6.316
H 2.690 0.527 -4.726
Br -1.028 0.597 4.428
C -1.349 -1.078 5.372
C -0.239 -2.070 5.154
Br -0.345 -2.895 3.398
H -2.314 -1.444 5.038
H -1.409 -0.804 6.423
H -0.323 -2.892 5.862
H 0.746 -1.623 5.234
```

Its LUMO energy is 0.443 eV. The SMILES is NC(=O)OCCCCO.BrCCBr.BrCCBr. The HOMO-LUMO gap is 10.28 eV.

Atomic partial charges in e from the Mulliken method, atoms 1 to 5: -0.576, 0.590, -0.565, -0.258, -0.629